17
Properties=species:S:1:pos:R:3:lowdin_charge:R:1 method="wB97M-V/def2-TZVPD" molar_mass_g_mol=120.20 de_lowest_kj_mol=229.83 orbital_gap_ha=0.210 smiles=N[C@@H](C[O-])CCS charge=-1
N 0.8943 1.4175 0.7192 0.00
C 0.9605 0.1008 0.0741 -0.44
C 2.2170 -0.6374 0.5998 -0.52
O 3.2660 0.1766 0.7828 -0.36
C -0.3324 -0.6827 0.2871 -0.28
C -1.6037 0.1413 0.1955 -0.57
S -2.5357 -0.0760 -1.3734 0.64
H 0.6349 1.2762 1.6988 0.06
H 1.8943 1.6502 0.7865 0.04
H 1.0089 0.3173 -1.0058 0.13
H 2.4247 -1.4545 -0.1510 0.09
H 1.8211 -1.1293 1.5399 0.08
H -0.3652 -1.5235 -0.4009 0.09
H -0.3101 -1.1431 1.2913 0.10
H -1.3249 1.1913 0.2158 0.04
H -2.3217 -0.0543 0.9905 0.06
H -3.2815 -1.1021 -0.9459 -0.18


44
Properties=species:S:1:pos:R:3:lowdin_charge:R:1 method="wB97M-V/def2-TZVPD" molar_mass_g_mol=380.62 de_lowest_kj_mol=0.00 orbital_gap_ha=0.124 charge=+1
Ba -14.7971 -14.4064 11.9317 1.78
F -10.8860 -16.4976 9.8800 -0.81
C -19.6045 -15.6864 16.5950 -0.13
O -18.2301 -15.2495 16.4191 -0.16
H -19.9983 -15.6699 17.6113 0.09
H -20.1334 -15.1501 15.8072 0.08
H -19.6062 -16.7268 16.2700 0.07
H -17.8679 -15.2453 17.3081 0.06
C -10.2937 -16.8837 16.2636 -0.16
O -11.1220 -15.7782 16.0373 -0.15
H -10.9087 -17.7457 16.0052 0.08
H -9.3847 -16.7756 15.6719 0.09
H -10.0174 -16.8807 17.3180 0.08
H -11.4457 -15.5142 16.9016 0.07
C -20.5524 -16.0526 8.8833 -0.20
O -19.7869 -16.1311 10.0364 -0.12
H -20.4924 -15.1041 8.3496 0.08
H -20.2946 -16.8684 8.2079 0.09
H -21.6125 -15.9983 9.1310 0.08
H -20.0096 -17.0217 10.3174 0.08
C -15.1593 -20.5989 14.2903 -0.16
O -15.0443 -19.8627 13.0798 -0.14
H -15.0451 -19.8455 15.0697 0.07
H -16.1047 -21.1385 14.3473 0.08
H -14.3351 -21.2927 14.4558 0.08
H -14.9970 -20.5385 12.3996 0.07
C -14.6542 -8.4897 16.0339 -0.16
O -14.0102 -9.4861 15.2555 -0.15
H -15.7031 -8.4299 15.7433 0.08
H -14.4307 -8.7396 17.0711 0.08
H -14.2174 -7.5076 15.8530 0.08
H -13.0946 -9.2011 15.2097 0.07
C -18.1658 -9.1188 9.8640 -0.16
O -18.0405 -9.9127 11.0281 -0.14
H -19.1480 -8.6875 9.6705 0.08
H -17.4666 -8.3119 10.0835 0.08
H -17.8818 -9.6516 8.9565 0.08
H -18.7094 -9.6458 11.6628 0.07
C -15.2787 -15.5148 4.8112 -0.11
O -14.9502 -14.6986 6.0046 -0.16
H -15.4011 -14.8433 3.9613 0.08
H -14.5661 -16.3279 4.6727 0.07
H -16.2198 -16.0043 5.0617 0.07
H -14.4456 -13.9203 5.7571 0.06


75
Properties=species:S:1:pos:R:3:lowdin_charge:R:1 method="wB97M-V/def2-TZVPD" molar_mass_g_mol=813.89 de_lowest_kj_mol=0.00 orbital_gap_ha=0.260
Ir -0.3791 0.8257 -0.9509 1.02
C 0.0650 3.0348 3.5508 -0.04
O -1.0632 2.1645 3.4122 -0.11
C -0.6995 0.8530 3.2506 -0.25
C -0.7370 0.0043 4.3261 0.01
C -0.4022 -1.3473 4.1819 -0.08
C -0.0442 -1.8121 2.9454 -0.06
C -0.0155 -0.9734 1.8114 -0.13
C 0.3452 -1.6103 0.5674 -0.07
N 0.2070 -1.0634 -0.5855 -0.19
N 0.5115 -1.8098 -1.7098 0.10
C 0.3208 -1.1192 -2.8041 -0.45
O -0.0609 0.1301 -2.8491 -0.25
C 0.5046 -1.8069 -4.1042 -0.16
C 0.3698 -1.0887 -5.2866 -0.02
C 0.5014 -1.7309 -6.5088 -0.08
C 0.7669 -3.0922 -6.5544 -0.09
C 0.9044 -3.8105 -5.3728 -0.08
C 0.7728 -3.1721 -4.1512 -0.03
C -0.3308 0.4049 1.9499 -0.26
O -0.2986 1.3210 1.0002 -0.28
H -0.3305 4.0121 3.8122 0.09
H 0.6194 3.0962 2.6146 0.09
H 0.7198 2.6809 4.3540 0.10
H -1.0353 0.4083 5.2852 0.13
H -0.4269 -2.0113 5.0347 0.10
H 0.2191 -2.8552 2.8137 0.11
H 0.7262 -2.6280 0.5906 0.14
H 0.1670 -0.0272 -5.2373 0.12
H 0.3998 -1.1667 -7.4267 0.10
H 0.8697 -3.5932 -7.5083 0.10
H 1.1136 -4.8718 -5.4053 0.10
H 0.8684 -3.7190 -3.2236 0.11
C -3.1635 1.2721 -2.6429 -0.23
P -2.4897 0.3395 -1.2517 0.86
C -3.6191 0.6475 0.1244 -0.32
C -3.2532 1.4380 1.2092 -0.09
C -4.1685 1.6952 2.2209 -0.05
C -5.4519 1.1770 2.1475 -0.07
C -5.8259 0.3969 1.0598 -0.07
C -4.9159 0.1312 0.0505 -0.09
C -2.7289 -1.4076 -1.6580 -0.35
C -2.7462 -1.8457 -2.9790 -0.08
C -2.8099 -3.2027 -3.2627 -0.07
C -2.8598 -4.1243 -2.2296 -0.07
C -2.8538 -3.6926 -0.9090 -0.07
C -2.7866 -2.3406 -0.6222 -0.09
H -4.1713 0.9247 -2.8743 0.06
H -2.5042 1.1572 -3.5018 0.05
H -3.1766 2.3245 -2.3665 0.03
H -2.2540 1.8515 1.2796 0.06
H -3.8593 2.2991 3.0643 0.11
H -6.1645 1.3791 2.9368 0.11
H -6.8259 -0.0126 1.0003 0.11
H -5.2114 -0.4934 -0.7841 0.11
H -2.6821 -1.1365 -3.7943 0.11
H -2.8038 -3.5360 -4.2924 0.11
H -2.9032 -5.1828 -2.4518 0.11
H -2.8977 -4.4119 -0.1015 0.11
H -2.7802 -2.0060 0.4092 0.11
O -0.1378 8.1520 2.8352 0.11
C -0.9322 7.0566 2.8714 -0.49
O -1.7017 6.9075 3.7798 0.12
C -0.7724 6.0756 1.7602 -0.16
C 0.4160 5.9207 1.0532 -0.03
C 0.5245 4.9511 0.0673 -0.11
C -0.5652 4.1404 -0.2441 -0.63
S -0.4359 3.0149 -1.5999 0.60
C -1.7515 4.2965 0.4714 -0.10
C -1.8497 5.2402 1.4721 -0.01
H 0.3346 8.1873 1.9950 0.10
H 1.2893 6.5201 1.2867 0.12
H 1.4558 4.8203 -0.4668 0.10
H -2.6061 3.6807 0.2197 0.09
H -2.7613 5.3518 2.0443 0.13


96
Properties=species:S:1:pos:R:3:lowdin_charge:R:1 method="wB97M-V/def2-TZVPD" molar_mass_g_mol=1036.58 s_squared=0.790 spin_multiplicity=2 de_lowest_kj_mol=138.35 orbital_gap_ha="0.169 / 0.193" charge=+2
Ir 0.1066 0.5713 0.9468 0.99
C -2.8040 -0.2363 -0.8995 -0.34
C -3.0544 0.3405 0.4891 -0.41
C -4.0650 -0.4245 1.3426 -0.35
Sb -3.5785 -2.3992 2.1994 1.54
C -1.7492 -2.3915 3.3616 -0.40
C -0.8624 -1.3419 3.5910 -0.15
C 0.3074 -1.5602 4.3121 -0.09
C 0.5971 -2.8229 4.8156 -0.07
C -0.2998 -3.8636 4.6231 -0.06
C -1.4746 -3.6417 3.9136 -0.15
C -2.8347 -3.4423 0.4618 -0.34
C -3.6939 -3.5329 -0.6013 -0.16
C -3.4528 -4.3580 -1.7138 -0.04
C -2.2826 -5.1520 -1.7489 -0.08
C -1.4164 -5.1546 -0.7118 -0.01
C -1.6390 -4.3350 0.5174 -0.22
Sb -0.9697 0.6277 -1.6279 1.63
C -1.5516 1.3778 -3.5311 -0.36
C -2.7800 2.0144 -3.6716 -0.12
C -3.1880 2.4297 -4.9302 -0.06
C -2.3606 2.2319 -6.0288 -0.05
C -1.1208 1.6255 -5.8728 -0.05
C -0.7040 1.2020 -4.6187 -0.12
C 0.3037 -0.9305 -2.3084 -0.40
C 1.6639 -0.6422 -2.4290 -0.17
C 2.5327 -1.5892 -2.9615 -0.07
C 2.0471 -2.8360 -3.3397 -0.06
C 0.6959 -3.1300 -3.2006 -0.05
C -0.1823 -2.1745 -2.7014 -0.10
H -3.6330 -0.0129 -1.5711 0.08
H -2.6549 -1.3103 -0.8644 0.02
H -3.3914 1.3808 0.3911 0.11
H -2.0917 0.4009 1.0135 -0.02
H -4.9736 -0.6293 0.7727 0.05
H -4.3436 0.1542 2.2244 0.05
H -1.0832 -0.3466 3.2187 0.05
H 0.9906 -0.7414 4.5074 0.08
H 1.5062 -2.9887 5.3790 0.11
H -0.0924 -4.8443 5.0315 0.12
H -2.1870 -4.4530 3.7940 0.09
H -4.6017 -2.9356 -0.5912 0.10
H -4.1637 -4.3912 -2.5280 0.11
H -2.0862 -5.7760 -2.6120 0.12
H -0.5118 -5.7500 -0.7280 0.12
H -1.7123 -4.9865 1.3938 0.15
H -3.4197 2.1895 -2.8144 0.10
H -4.1491 2.9116 -5.0490 0.12
H -2.6832 2.5539 -7.0100 0.12
H -0.4739 1.4801 -6.7277 0.12
H 0.2627 0.7269 -4.5043 0.09
H 2.0484 0.3273 -2.1203 0.09
H 3.5796 -1.3462 -3.0949 0.12
H 2.7210 -3.5800 -3.7445 0.12
H 0.3176 -4.0988 -3.5018 0.11
H -1.2406 -2.4020 -2.6221 0.10
N 1.8962 -0.8962 0.8472 0.02
C 1.5261 -2.2702 0.5076 -0.09
C 0.0458 -2.4584 0.6252 -0.48
O -0.2784 -3.6977 0.7641 0.08
O -0.7154 -1.4938 0.5528 -0.13
H 2.5918 -0.5484 0.1954 0.10
H 2.3045 -0.8640 1.7769 0.11
H 2.0351 -3.0254 1.1037 0.15
H 1.7551 -2.4717 -0.5417 0.12
C 5.5139 3.8398 1.5151 -0.03
C 4.2485 3.4782 0.7847 -0.24
C 4.1729 3.5885 -0.6041 0.03
C 3.0172 3.2487 -1.3017 -0.25
C 2.9578 3.4056 -2.7989 -0.03
C 1.9254 2.7902 -0.5839 -0.03
C 1.9488 2.7041 0.8191 -0.28
C 3.1316 3.0526 1.4860 0.01
N 0.8067 2.2507 1.4860 -0.09
C 0.3416 2.8535 2.7656 -0.59
C 0.6347 4.3513 2.8401 -0.01
C -1.1823 2.6592 2.7951 -0.04
C 0.9480 2.0995 3.9669 -0.01
H 6.3947 3.6037 0.9203 0.09
H 5.5866 3.3190 2.4686 0.08
H 5.5272 4.9130 1.7161 0.10
H 5.0347 3.9539 -1.1524 0.14
H 2.9758 4.4635 -3.0649 0.10
H 2.0482 2.9685 -3.2125 0.07
H 3.8219 2.9357 -3.2695 0.09
H 0.9949 2.5820 -1.0917 0.04
H 3.2035 2.9318 2.5588 0.11
H 0.2650 4.8570 1.9461 0.10
H 1.6945 4.5688 2.9435 0.08
H 0.1185 4.7661 3.7053 0.10
H -1.6452 3.1513 1.9383 0.09
H -1.5994 3.0837 3.7070 0.10
H -1.4380 1.5929 2.7767 0.04
H 1.9474 2.4562 4.2144 0.08
H 1.0072 1.0350 3.7321 0.04
H 0.3137 2.2276 4.8432 0.11


12
Properties=species:S:1:pos:R:3:lowdin_charge:R:1 method="wB97M-V/def2-TZVPD" molar_mass_g_mol=165.67 de_lowest_kj_mol=399.36 orbital_gap_ha=0.294
C 0.5615 0.0538 -0.4947 -0.85
C -0.7276 0.9294 -0.5578 -0.23
C -1.3929 0.5746 0.6110 -0.89
C -0.7835 -0.1438 1.5772 -0.30
H 2.8059 -1.5098 -2.9067 0.01
H -1.3217 0.8618 -1.6496 0.19
H -0.3098 2.2469 -0.2743 0.24
H -1.2046 -0.7334 2.5133 0.12
N 1.0882 -0.2737 -1.7722 -0.40
S 2.7314 -0.7801 -1.4138 0.54
S 0.9339 -0.6756 0.9236 0.91
Cl -3.0693 0.9329 0.9265 0.66